No. 1
C19H31ClMnN7O5Se | ωB97M-V with the def2-TZVPD basis set

Spin multiplicity: 6
Total energy in Eh: -5514.5514
Relative energy (zero: lowest compared OMol25 entry of this formula, charge and spin) in kcal per mole: 0.0
E_LUMO (spin up / spin down) in eV: -4.412 / -4.419
Charge: +1
HOMO-LUMO gap (spin up / spin down) in eV: 6.91 / 6.90
⟨S²⟩: 8.7525
E_HOMO (spin up / spin down) in eV: -11.32 / -11.32

Element x y z (Å)
Mn 0.663 -0.298 0.091
C 0.744 -0.153 3.467
O 1.065 -0.821 2.250
C 2.341 -1.488 2.283
C 3.374 -0.564 1.690
O 2.959 -0.182 0.373
C 3.652 -0.844 -0.696
C 3.087 -0.279 -1.976
O 1.686 -0.545 -2.068
C 1.373 -1.635 -2.946
H -0.135 0.461 3.287
H 1.564 0.494 3.788
H 0.532 -0.891 4.242
H 2.583 -1.768 3.310
H 2.243 -2.384 1.670
H 3.457 0.358 2.269
H 4.354 -1.042 1.650
H 4.719 -0.619 -0.627
H 3.484 -1.923 -0.630
H 3.216 0.804 -1.994
H 3.610 -0.704 -2.835
H 1.637 -1.368 -3.971
H 1.910 -2.537 -2.648
H 0.304 -1.815 -2.873
Se 1.340 3.922 2.543
N 1.362 4.982 1.132
C 1.185 4.210 0.079
C 1.101 4.660 -1.274
C 0.910 3.717 -2.228
C 0.812 2.337 -1.867
N 0.883 1.873 -0.651
C 1.067 2.801 0.345
N 1.140 2.433 1.605
H 1.190 5.715 -1.498
H 0.833 3.977 -3.274
H 0.683 1.597 -2.650
C -2.030 1.481 0.713
N -1.574 0.129 0.294
C -2.120 -0.122 -1.078
N -3.562 -0.005 -1.121
C -3.942 1.336 -0.675
N -3.473 1.610 0.689
C -4.050 0.598 1.582
N -3.670 -0.755 1.180
C -2.225 -0.866 1.202
C -4.134 -0.986 -0.190
H -1.596 2.219 0.037
H -1.662 1.672 1.725
H -1.820 -1.128 -1.379
H -1.679 0.615 -1.756
H -5.028 1.427 -0.700
H -3.514 2.076 -1.355
H -5.136 0.688 1.562
H -3.703 0.782 2.601
H -1.861 -0.686 2.218
H -1.918 -1.859 0.883
H -5.221 -0.910 -0.217
H -3.839 -1.989 -0.503
Cl -1.680 -4.048 -1.672
C -0.155 -4.508 -0.872
C 0.688 -3.316 -0.434
O 1.895 -3.500 -0.285
O 0.071 -2.212 -0.262
H 0.418 -5.124 -1.557
H -0.406 -5.101 0.005

No. 2
C19H31F4InO15P | ωB97M-V with the def2-TZVPD basis set

Total energy in Eh: -2802.1037
E_LUMO in eV: 1.722
Charge: -1
HOMO-LUMO gap in eV: 5.17
E_HOMO in eV: -3.44

Element x y z (Å)
C 4.056 0.072 -2.249
C 2.600 0.570 -2.093
P 2.504 2.439 -1.954
C 1.516 2.672 -0.377
In 1.046 3.250 -3.875
C -1.156 3.157 -3.431
O -1.546 2.654 -2.133
C -1.351 1.280 -2.133
O -1.884 0.721 -0.963
C -0.932 0.117 -0.132
C -0.110 -0.986 -0.819
O -0.828 -1.732 -1.786
H 4.101 -0.861 -2.831
H 4.664 0.816 -2.777
H 4.525 -0.094 -1.273
H 2.172 0.128 -1.183
H 2.018 0.204 -2.950
H 0.437 2.772 -0.558
H 1.710 1.841 0.312
H 1.883 3.582 0.113
H 1.498 4.934 -4.237
H 1.405 2.201 -5.285
H -1.585 4.163 -3.528
H -1.637 2.545 -4.217
H -0.264 1.087 -2.206
H -1.871 0.831 -2.995
H -0.225 0.858 0.284
H -1.492 -0.300 0.714
H 0.782 -0.530 -1.278
H 0.270 -1.695 -0.070
H -0.612 -1.344 -2.638
C -0.036 2.922 3.898
C 1.341 2.343 3.661
O 2.035 3.425 3.073
C 1.448 4.578 3.505
O 1.923 5.658 3.402
O 0.259 4.307 4.091
F 1.322 1.291 2.808
H -0.662 2.798 3.012
H -0.543 2.521 4.769
H 1.869 2.036 4.568
C 1.256 -2.609 -6.681
C 1.741 -3.151 -5.353
O 1.425 -2.102 -4.464
C 0.382 -1.402 -4.991
O -0.262 -0.603 -4.400
O 0.185 -1.755 -6.281
F 3.079 -3.367 -5.339
H 2.036 -2.017 -7.162
H 0.894 -3.373 -7.363
H 1.239 -4.062 -5.020
C -4.735 0.218 6.347
C -3.374 -0.412 6.139
O -2.630 0.655 5.579
C -3.192 1.826 5.991
O -2.685 2.890 5.882
O -4.401 1.592 6.552
F -3.408 -1.443 5.268
H -5.345 0.118 5.448
H -5.272 -0.171 7.207
H -2.881 -0.744 7.055
C -0.884 -4.285 0.951
C -0.160 -3.978 2.242
O -0.201 -5.222 2.920
C -0.304 -6.209 1.986
O -0.143 -7.363 2.205
O -0.604 -5.680 0.780
F -0.796 -3.045 2.987
H -1.960 -4.143 1.062
H -0.527 -3.714 0.098
H 0.881 -3.676 2.117